# 1
DFT (ωB97M-V/def2-TZVPD) results for a molecular structure, C3H5AuO3.

Computed properties:
⟨S²⟩   2.02
Energy   -477.6553 a.u.
Net charge   +2
2S+1   3
Gap between HOMO and LUMO (alpha / beta)   9.02 / 7.74 eV
Energy relative to the best compared isomer or geometry (same formula, charge and spin)   169.1 kJ/mol

Last column: natural (NBO) charge in e.
CARTESIAN COORDINATES (ANGSTROEM)
1 H -0.2554 1.1542 1.5558  0.31
2 C -0.6980 0.1491 1.5929  -0.55
3 C -0.3831 -0.7156 0.4140  0.35
4 O 0.9367 -0.2706 -0.2231  -0.44
5 C 0.9226 0.1216 -1.4371  0.60
6 O 2.1314 0.4458 -1.8194  -0.53
7 H -1.5893 -0.2199 2.1199  0.33
8 H -0.4794 -1.8066 0.3624  0.30
9 H 2.0996 0.8803 -2.6805  0.55
10 H 0.1883 -0.6257 2.0032  0.37
11 Au -1.3507 0.8760 -1.6552  1.19
12 O -1.5229 0.0113 -0.2329  -0.47

---

# 2
DFT (ωB97M-V/def2-TZVPD) results for C3H9N in the gas phase.

Computed properties:
Energy   -174.4327 a.u.
SMILES   CC(C)N
Gap between HOMO and LUMO   10.88 eV
Energy relative to the best compared isomer or geometry (same formula, charge and spin)   53.4 kJ/mol

Last column: natural (NBO) charge in e.
CARTESIAN COORDINATES (ANGSTROEM)
1 C 0.2823 0.5738 -1.3246  -0.62
2 C 0.3796 -0.1709 0.0081  -0.07
3 C -0.8594 -0.9275 0.4148  -0.64
4 N 0.9135 0.7836 1.0442  -0.81
5 H -0.7733 0.8126 -1.4969  0.20
6 H 0.6759 -0.0152 -2.1442  0.22
7 H 0.6894 1.5767 -1.2001  0.23
8 H 1.2750 -0.7861 0.0135  0.19
9 H -0.9837 -0.9335 1.5002  0.21
10 H -0.8556 -1.9894 0.1426  0.22
11 H -1.7963 -0.6052 -0.0418  0.21
12 H 0.1183 1.4173 1.1670  0.33
13 H 0.9343 0.2638 1.9171  0.34